--- i ---
2 unconnected molecules or ions with the total composition C2H3N3O2S, computed with ωB97M-V/def2-TZVPD.

Summary:
* SMILES string: N=C=N[N+](=O)[O-].C=S
* HOMO level: -9.067 eV
* charge: 0
* E_LUMO: -0.801 eV

Geometry as XYZ:
```
11
Properties=species:S:1:pos:R:3:mulliken_charge:R:1
N 0.32741 -1.90236 0.44076 -0.381
C -0.56819 -1.28470 -0.06875 0.520
N -1.34504 -0.65326 -0.81518 -0.440
N -2.10312 0.45904 -0.49177 1.117
O -2.21415 0.67362 0.68376 -0.538
O -2.65253 0.94208 -1.42759 -0.543
H 0.39463 -2.87993 0.57636 0.279
C 1.94011 1.09656 0.40187 -0.373
S 2.90348 0.46449 -0.77855 -0.138
H 2.35432 1.43627 1.31825 0.267
H 0.96308 1.64819 0.16084 0.230
```

---

--- ii ---
3 unconnected molecules or ions with the total composition C2H3N3O2S, computed with ωB97M-V/def2-TZVPD.

Summary:
* HOMO level: -8.402 eV
* charge: 0
* E_LUMO: -1.303 eV

Geometry as XYZ:
```
11
Properties=species:S:1:pos:R:3:mulliken_charge:R:1
C 1.08359 -0.20194 0.01002 0.269
C -1.12682 -0.87218 -0.12869 0.340
H 2.85439 1.31909 0.69523 0.191
H -1.52442 2.48286 0.61215 0.343
H 0.20115 -2.35086 0.00789 0.231
N 0.42619 0.88817 -0.27622 -0.475
N -0.85106 0.50205 -0.15951 0.738
N 0.15502 -1.37851 0.13369 -0.159
O -1.85948 1.32830 -0.26649 -0.637
O -2.12165 -1.49922 -0.32072 -0.560
S 2.76309 -0.21776 -0.30737 -0.280
```

---

--- iii ---
C2H3N3O2S in the gas phase, computed with ωB97M-V/def2-TZVPD.

Summary:
* SMILES string: Nc1noc(=O)n1S
* HOMO level: -9.401 eV
* charge: 0
* E_LUMO: 0.268 eV

Geometry as XYZ:
```
11
Properties=species:S:1:pos:R:3:mulliken_charge:R:1
N -0.78232 2.19089 -0.07410 -0.445
C 0.12359 1.18426 0.00745 0.573
N 1.41109 1.32994 0.02322 -0.451
O 1.93320 0.00984 0.00350 -0.165
C 0.93353 -0.90490 -0.00353 0.591
O 1.05901 -2.08998 -0.00774 -0.542
N -0.24469 -0.15038 -0.00278 -0.095
S -1.80980 -0.78795 -0.08217 -0.142
H -0.42014 3.12497 0.12082 0.278
H -1.67528 1.99572 0.35232 0.228
H -1.91669 -1.14152 1.22743 0.170
```

---

Stability order, top to bottom: iii, i, ii

---

--- i ---
C6H15NO2 in the gas phase, computed with ωB97M-V/def2-TZVPD.

Summary:
* SMILES string: CON(C)[C@@H](C)[C@H](C)O
* HOMO level: -8.723 eV
* charge: 0
* E_LUMO: 0.887 eV

Geometry as XYZ:
```
24
Properties=species:S:1:pos:R:3:mulliken_charge:R:1
C 1.26837 1.36623 2.42507 -0.559
O 0.56244 0.17945 2.16092 -0.339
N -0.18182 0.29846 0.93772 0.248
C -1.56814 0.02788 1.25163 -1.020
C 0.44592 -0.52262 -0.09731 0.083
C -0.12916 -1.92428 -0.29321 -1.690
C 0.52388 0.28161 -1.41572 0.310
C -0.79573 0.42964 -2.16818 -1.392
O 1.49399 -0.37549 -2.21123 -0.554
H 0.59074 2.22103 2.51316 0.234
H 1.77589 1.19840 3.37324 0.270
H 2.00642 1.57279 1.64313 0.229
H -2.15811 0.09638 0.34232 0.303
H -1.72099 -0.95339 1.71374 0.328
H -1.90322 0.79563 1.94921 0.316
H 1.49078 -0.64262 0.21200 0.323
H -1.17619 -1.90023 -0.58113 0.386
H -0.03052 -2.49386 0.62793 0.418
H 0.44154 -2.42019 -1.07336 0.428
H 0.88540 1.29095 -1.15464 0.263
H -1.19433 -0.54298 -2.44320 0.321
H -0.63403 1.00392 -3.08040 0.458
H -1.51728 0.96218 -1.55739 0.288
H 1.52417 0.05110 -3.07430 0.349
```

---

--- ii ---
A molecular structure, C6H15NO2, computed with ωB97M-V/def2-TZVPD.

Summary:
* HOMO level: -7.761 eV
* charge: 0
* E_LUMO: 0.711 eV

Geometry as XYZ:
```
24
Properties=species:S:1:pos:R:3:mulliken_charge:R:1
C -0.62616 -0.38781 -1.00599 0.269
C -0.60815 0.08966 -2.45568 -1.335
C -1.03138 -1.85650 -0.86900 -1.381
H -1.34613 0.21909 -0.44885 0.265
H 0.75766 -0.56011 -0.74510 0.192
H -1.10142 -2.14884 0.17967 0.322
H 0.15908 -0.43904 -3.02942 0.300
H -1.56790 -0.08492 -2.95848 0.405
H -0.39373 1.15850 -2.52402 0.337
H -1.99841 -2.06056 -1.34453 0.419
H -0.29369 -2.51045 -1.34365 0.311
C -0.36287 0.66880 2.52030 -0.936
C 1.07415 1.83975 0.12657 -1.461
N 0.69204 0.04795 1.75577 0.234
C 1.10373 0.39415 0.52590 0.786
O 0.80595 -1.31690 2.07868 -0.459
O 1.89032 -0.47970 -0.09199 -0.857
H 1.45153 -1.62188 1.40602 0.417
H -0.22593 0.39718 3.56543 0.343
H -0.29552 1.74839 2.42035 0.369
H -1.34229 0.31975 2.18042 0.280
H 1.38456 1.90826 -0.91197 0.334
H 1.78948 2.39314 0.74123 0.414
H 0.08508 2.28207 0.22834 0.432
```

---

--- iii ---
2 unconnected molecules or ions with the total composition C6H15NO2, computed with ωB97M-V/def2-TZVPD.

Summary:
* SMILES string: CC(C)CNCC=O.O
* HOMO level: -9.058 eV
* charge: 0
* E_LUMO: 0.838 eV

Geometry as XYZ:
```
24
Properties=species:S:1:pos:R:3:mulliken_charge:R:1
C 0.31293 -2.35381 -1.86042 -1.244
C 0.74024 -1.30465 -0.79053 0.929
C 2.19393 -1.23183 -0.26323 -1.265
C 0.18892 0.11162 -1.29998 -1.140
N -1.18834 0.09710 -0.69451 -0.167
C -1.44173 1.16159 0.33258 -0.558
C -1.82148 0.56118 1.56937 0.012
O -1.33312 0.88670 2.60110 -0.486
H -0.72170 -2.16107 -2.23773 0.309
H 1.16385 -2.45290 -2.64359 0.285
H 0.22085 -3.36541 -1.33965 0.334
H 0.21751 -1.60657 0.10259 0.035
H 2.62782 -0.29670 -0.46617 0.463
H 2.82770 -1.78272 -1.06516 0.276
H 2.24770 -1.50682 0.79939 0.293
H 0.65714 1.02142 -0.82620 0.436
H 0.19705 0.21862 -2.40179 0.308
H -1.98914 0.08443 -1.32834 0.208
H -2.25041 1.85416 0.06177 0.364
H -0.58818 1.77969 0.50927 0.143
H -2.38407 -0.33350 1.68363 0.453
O 1.66180 1.97760 0.66447 -0.665
H 1.08833 2.16051 1.41753 0.342
H 1.33769 1.12817 0.34477 0.334
```

---

Stability order, top to bottom: i, iii, ii

---

--- i ---
C6H15NO2 in the gas phase, computed with ωB97M-V/def2-TZVPD.

Summary:
* SMILES string: CON(O)[C@H](C)C(C)C
* HOMO level: -9.470 eV
* charge: 0
* E_LUMO: 0.898 eV

Geometry as XYZ:
```
24
Properties=species:S:1:pos:R:3:mulliken_charge:R:1
C 2.92199 1.43657 -0.19134 -0.568
O 2.38631 0.12797 -0.35712 -0.339
N 1.00594 0.26350 -0.79332 0.308
O 0.86184 -0.50152 -2.01972 -0.498
C 0.15701 -0.39463 0.23378 0.441
C 0.44722 -1.89670 0.38141 -1.611
C -1.33919 -0.07348 -0.06749 0.569
C -2.32205 -0.89970 0.76688 -1.598
C -1.62335 1.41944 0.16534 -1.491
H 2.68762 2.07460 -1.05069 0.242
H 4.00890 1.35636 -0.10722 0.247
H 2.52943 1.88415 0.72695 0.226
H 0.70639 0.21251 -2.66296 0.325
H 0.40110 0.07043 1.19907 0.155
H 1.51610 -2.08790 0.52417 0.427
H 0.11214 -2.46529 -0.49197 0.312
H -0.05799 -2.30310 1.26423 0.420
H -1.55435 -0.29320 -1.12164 0.170
H -2.11420 -0.80768 1.83756 0.350
H -3.35239 -0.57077 0.59134 0.428
H -2.27661 -1.95870 0.49309 0.364
H -0.97912 2.05551 -0.44957 0.371
H -1.46159 1.68915 1.21537 0.353
H -2.66116 1.66248 -0.08616 0.397
```

---

--- ii ---
2 unconnected molecules or ions with the total composition C6H15NO2, computed with ωB97M-V/def2-TZVPD.

Summary:
* SMILES string: CCC(C)(O)CC.N=O
* HOMO level: -9.326 eV
* charge: 0
* E_LUMO: -0.989 eV

Geometry as XYZ:
```
24
Properties=species:S:1:pos:R:3:mulliken_charge:R:1
C 1.65374 1.86528 -0.24198 -1.129
C 1.69009 0.46621 0.36368 -0.723
C 0.55025 -0.47047 -0.05025 1.190
C 0.78647 -1.86326 0.53621 -1.816
O 0.44540 -0.47694 -1.41052 -0.595
C -0.98732 0.17457 0.68955 -1.132
C -1.64965 1.30273 -0.06385 -1.059
H 0.87521 2.48066 0.20285 0.170
H 2.60866 2.36196 -0.07017 0.416
H 1.48112 1.80251 -1.31372 0.287
H 1.72622 0.51812 1.45379 0.324
H 2.61082 -0.02764 0.03818 0.417
H 0.76507 -1.84168 1.62426 0.312
H 0.06441 -2.58908 0.16556 0.346
H 1.76940 -2.22164 0.22349 0.431
H -0.39710 -0.94206 -1.69936 0.524
H -0.50317 0.51419 1.60513 0.538
H -1.71169 -0.58101 1.02119 0.627
H -1.51389 1.18664 -1.13645 0.252
H -1.21537 2.27142 0.19038 0.339
H -2.71878 1.31270 0.13145 0.336
N -2.39598 -1.51185 -0.51282 -0.062
O -2.00738 -1.39649 -1.68883 -0.287
H -1.92652 -2.33490 -0.05776 0.293
```

---

--- iii ---
A molecular structure, C6H15NO2, computed with ωB97M-V/def2-TZVPD.

Summary:
* HOMO level (alpha / beta): -7.799 / -7.798 eV
* charge: 0
* E_LUMO (alpha / beta): -0.646 / -0.646 eV

Geometry as XYZ:
```
24
Properties=species:S:1:pos:R:3:mulliken_charge:R:1
C 0.99369 -0.04852 -1.01505 1.006
C 0.29966 -1.18342 -1.54825 -0.993
C 1.87529 -0.23562 0.16322 -1.237
C -1.08963 1.08264 0.19632 -1.297
C 1.12751 1.19205 -1.82141 -1.403
H 1.91083 1.00732 -2.56776 0.419
H -0.18473 -1.01633 -2.50728 0.354
H 0.92023 -2.08464 -1.56142 0.378
H -0.44742 -1.50686 -0.67008 0.263
H 1.49583 -1.02061 0.81343 0.329
H 2.87098 -0.52389 -0.20182 0.427
H 1.97226 0.67479 0.75229 0.320
H -0.20788 1.71296 0.21129 0.326
H -1.55163 0.97529 -0.78293 0.175
H -1.80550 1.54431 0.86972 0.528
H 0.21368 1.42429 -2.36917 0.405
H 1.42796 2.05408 -1.22727 0.368
C -1.30564 -0.54151 1.32617 0.535
N -0.45047 -0.16189 2.41600 -0.450
O -2.67068 -0.35731 1.65564 -0.519
O -1.03811 -1.63690 0.74015 -0.769
H -3.15176 -1.02890 1.15584 0.347
H -0.37027 -0.94911 3.05189 0.237
H -0.83419 0.62776 2.92051 0.251
```

---

Stability order, top to bottom: i, iii, ii